The following is a quantum chemistry calculation of 6 unconnected molecules or ions with the total composition C3H16ClO9, from the OMol25 dataset.

Gap between HOMO and LUMO (eV): 8.637
Max |F| (hartree/bohr): 0.0546
Total charge: -1
E_LUMO (eV): 2.662

The geometry in XYZ format:
```
29
C3H16ClO9 | the OMol25 dataset | ωB97M-V/def2-TZVPD
Cl 1.392 -0.550 -0.756
O 2.725 -0.654 -0.062
O 1.163 0.761 -1.294
O 1.377 -1.612 -1.718
O 0.252 -0.802 0.134
O -1.038 -5.506 -2.170
H -0.605 -6.232 -2.618
H -0.603 -4.723 -2.508
O 4.645 4.624 -0.673
H 4.329 5.514 -0.517
H 3.858 4.127 -0.896
C 2.292 -1.817 4.557
O 1.472 -0.708 4.353
H 1.784 -2.570 5.159
H 2.592 -2.338 3.648
H 3.182 -1.417 5.042
H 1.522 -0.479 3.423
C -0.677 6.266 -0.955
O 0.085 5.649 0.038
H -1.467 6.986 -0.740
H 0.010 6.843 -1.574
H -1.139 5.522 -1.605
H 0.177 4.709 -0.135
C -4.760 -3.308 -1.314
O -4.577 -4.721 -1.200
H -4.363 -2.990 -2.278
H -5.805 -3.043 -1.155
H -4.145 -2.660 -0.690
H -3.677 -4.873 -1.496
```